Entry 1:
The following is a DFT calculation (ωB97M-V/def2-TZVPD) of a molecular structure, C12H24O12Rb at a distorted geometry.

The geometry in XYZ format:
```
49
Properties=species:S:1:pos:R:3:forces:R:3
Rb 1.96158 -0.23424 1.26448 -0.049 0.033 -0.084
C -3.86857 -1.42580 6.17440 1.233 0.265 -0.734
O -4.86900 -0.78189 5.33438 0.538 -0.559 0.727
C -4.47223 -0.04532 4.25269 -0.720 -0.857 1.870
O -3.38344 0.03407 3.79172 1.539 -0.082 -0.654
O -5.54717 0.57204 3.86308 -1.948 1.191 -0.621
C -5.55827 1.29196 2.62330 1.236 -0.091 -0.819
H -3.62435 -0.89116 7.09234 -0.433 0.653 -0.250
H -2.94681 -1.50978 5.59873 0.059 0.153 -0.028
H -4.05658 -2.44008 6.52652 -1.133 0.040 -0.633
H -4.80885 2.08122 2.56374 0.237 -0.066 0.530
H -6.49556 1.79318 2.38171 -0.282 -0.654 0.730
H -5.28407 0.58971 1.83606 -0.271 0.003 -0.141
C -3.43234 -5.49011 -0.14212 0.832 1.124 0.356
O -3.08909 -5.82864 -1.45572 0.506 -1.624 -1.586
C -2.18844 -5.14547 -2.16018 -1.029 1.146 -2.231
O -1.59548 -4.12555 -1.87137 -0.349 -1.651 0.513
O -2.16987 -5.57187 -3.48715 1.210 1.316 1.962
C -3.05151 -6.49937 -4.03862 -0.964 -1.072 -0.142
H -2.67804 -5.86270 0.55092 0.014 0.038 0.056
H -4.39479 -5.93276 0.11450 0.054 0.287 -0.329
H -3.38517 -4.40256 -0.19787 -0.568 0.137 1.068
H -2.73050 -7.52712 -3.86897 0.097 -0.022 0.171
H -3.07722 -6.35043 -5.11809 0.189 0.247 0.111
H -4.06970 -6.39830 -3.66288 0.039 0.108 0.097
C -1.13502 7.07225 -0.82902 -0.251 0.919 -0.273
O -0.51992 7.12527 0.44200 1.629 -1.395 0.874
C 0.21130 6.05033 0.91639 -1.964 -0.266 -0.112
O 0.39496 4.96524 0.40121 0.205 1.186 -0.146
O 0.47202 6.36223 2.17310 1.550 -0.091 1.930
C 1.31015 5.46026 3.02441 -0.571 -0.323 -1.656
H -1.41699 8.10899 -1.01275 0.009 0.037 0.000
H -2.08037 6.53260 -0.77257 0.348 -0.532 -0.291
H -0.44007 6.82099 -1.63028 -0.211 -0.611 0.137
H 0.82642 4.48501 3.07901 -0.257 0.127 0.101
H 1.47519 5.84980 4.02896 -0.473 0.540 -0.442
H 2.26940 5.27300 2.54184 0.010 0.354 -0.085
C 9.27951 0.85730 -2.80295 -0.075 0.225 1.219
O 8.40193 0.18129 -3.66873 -1.200 -0.911 -1.152
C 7.22139 -0.29446 -3.24242 -0.400 -0.014 2.602
O 6.78925 -0.16382 -2.06775 0.726 -0.452 -3.644
O 6.66259 -0.99114 -4.26394 1.840 2.366 -0.313
C 5.37810 -1.51009 -4.18313 -0.554 -1.768 1.611
H 10.29947 0.76621 -3.17641 -0.286 -0.091 -0.209
H 9.21160 0.41414 -1.80942 0.118 0.056 0.043
H 8.99855 1.90751 -2.72415 0.035 0.013 -0.085
H 4.61131 -0.85830 -3.76443 0.274 0.272 -0.085
H 5.56037 -2.34945 -3.51204 -1.024 -0.301 0.311
H 5.03418 -1.96427 -5.11240 0.484 0.599 -0.273
```
Positions in Å, forces in eV/Å.

Summary:
Total charge: +1
Lowest unoccupied orbital energy in Eh: -0.146
Energy in Eh: -1398.35402
Energy relative to the best compared isomer or geometry (same formula, charge and spin) in eV: 3.359
Gap between HOMO and LUMO in eV: 8.6
HOMO in eV: -12.61

Entry 2:
The following is a DFT calculation (ωB97M-V/def2-TZVPD) of a molecular structure, C12H24O4Rb at a distorted geometry.

The geometry in XYZ format:
```
41
Properties=species:S:1:pos:R:3:forces:R:3
Rb -0.31309 1.35447 -1.49920 -0.056 -0.179 0.075
C 1.14470 -0.98961 -7.97722 -0.931 0.110 -1.212
C 0.10659 -0.44935 -7.00315 0.278 0.421 0.774
O 0.32136 -0.48059 -5.80281 -0.161 -0.032 -0.415
C -1.17745 0.18364 -7.53059 -0.112 -0.446 -0.121
H 1.43296 -2.01783 -7.75869 0.207 0.270 0.347
H 1.99386 -0.33172 -8.16213 0.207 0.007 0.864
H 0.72452 -0.99954 -8.98293 -0.369 -0.259 -0.074
H -1.81230 -0.54978 -8.02775 0.287 -0.299 -0.290
H -0.96319 0.94905 -8.27646 0.060 0.071 0.056
H -1.83102 0.56132 -6.74425 0.508 0.233 0.195
C 1.36703 2.23297 5.34681 -0.821 -0.063 -0.968
C 0.20693 2.07556 4.30870 0.751 -1.462 -1.550
O 0.37374 1.42200 3.26280 -0.341 1.447 2.024
C -1.09405 2.82895 4.58930 1.031 -0.138 0.946
H 2.23377 1.61900 5.10204 -0.249 -0.021 -0.197
H 1.08354 2.04385 6.38217 -0.289 0.053 -0.100
H 1.64140 3.28410 5.25775 0.166 0.130 0.204
H -1.47310 3.38885 3.73435 0.104 -0.175 0.082
H -0.83890 3.46835 5.43439 -0.332 0.548 -0.202
H -1.85619 2.17201 5.00842 -0.020 -0.290 -0.381
C -5.72681 -0.86552 2.35122 -0.315 -0.849 0.055
C -4.76025 -1.75212 1.60216 2.425 1.571 -1.670
O -3.79578 -1.22861 0.99529 -2.007 -0.888 1.297
C -4.92298 -3.22864 1.52952 0.161 -1.007 0.023
H -6.06253 -0.05145 1.70882 0.238 0.070 0.154
H -5.24549 -0.50381 3.25984 0.086 0.241 -0.141
H -6.59688 -1.43879 2.67129 -0.069 0.035 -0.017
H -4.86079 -3.72899 2.49590 -0.275 0.301 0.325
H -4.12287 -3.69256 0.95271 0.015 0.380 -0.179
H -5.86702 -3.53522 1.07910 -0.186 0.215 0.080
C 5.69079 0.62478 1.91404 -0.754 -1.134 -0.297
C 5.05078 -0.69611 1.39003 0.989 -1.486 2.945
O 5.01612 -1.69479 2.14163 -0.083 2.482 -2.133
C 4.48738 -0.71158 0.01227 -0.367 -0.003 0.228
H 4.96938 1.43157 1.78457 0.059 0.141 -0.011
H 6.59262 0.86570 1.35123 0.006 -0.009 0.018
H 5.90599 0.48451 2.97334 0.103 0.084 -0.174
H 4.05551 -1.69751 -0.15956 0.223 0.108 -0.354
H 5.22670 -0.38344 -0.71837 0.007 -0.276 -0.084
H 3.69503 0.03688 0.00342 -0.173 0.100 -0.123
```
Positions in Å, forces in eV/Å.

Summary:
Total charge: +1
Lowest unoccupied orbital energy in Eh: -0.137
Energy in Eh: -796.44947
Gap between HOMO and LUMO in eV: 7.8
HOMO in eV: -11.49

Entry 3:
The following is a DFT calculation (ωB97M-V/def2-TZVPD) of 4 unconnected molecules or ions with the total composition C12H24O8S2 at a distorted geometry.

The geometry in XYZ format:
```
46
Properties=species:S:1:pos:R:3:forces:R:3
C -6.97569 10.54197 29.33387 0.938 -1.011 0.804
C -7.77826 9.24698 29.28303 -1.137 0.562 -0.752
C -9.28552 9.40432 29.61675 1.510 -0.301 0.601
O -9.90594 8.56122 28.67691 -0.725 0.178 -0.161
C -9.02980 8.13359 27.75407 0.517 0.064 0.977
O -9.24102 7.27485 26.97315 -0.132 -0.136 -0.846
O -7.83034 8.75716 27.93605 -0.030 -0.303 -0.349
H -7.53347 11.38267 29.73679 -0.055 -0.001 -0.033
H -6.52166 10.79914 28.38047 -0.349 -0.060 -0.203
H -6.12881 10.31385 29.98876 0.007 0.549 0.103
H -7.42168 8.40852 29.88636 0.512 0.345 0.094
H -9.59196 10.44830 29.57368 -0.390 -0.115 -0.267
H -9.39445 8.98269 30.61576 -0.672 0.181 -0.015
C -14.51074 4.93551 32.45985 -1.191 0.208 1.382
C -13.54580 6.12149 32.44487 -0.227 -1.336 -1.651
C -12.53946 6.42004 33.55612 -1.280 0.170 0.077
O -11.42107 6.87607 32.81122 0.162 0.075 1.182
C -11.48164 6.39514 31.55942 0.999 0.621 -0.987
O -10.60721 6.58939 30.76540 -0.437 -0.320 0.240
O -12.64545 5.79426 31.34172 0.135 -0.154 -0.088
H -14.04340 3.95446 32.45611 0.364 0.166 -0.248
H -15.28851 4.99655 31.69701 0.653 0.076 -0.607
H -15.18425 4.91826 33.32916 0.516 0.298 0.372
H -14.06002 6.99581 32.03824 -0.100 0.274 0.772
H -12.32856 5.56659 34.20251 0.335 -0.204 -0.352
H -12.92373 7.20635 34.20518 0.252 0.196 -0.091
C -7.04672 5.79428 31.52964 1.889 -0.729 1.018
S -7.52356 4.26730 32.38814 -1.637 0.106 -2.374
O -8.96602 4.15029 31.94896 0.722 -0.437 1.063
C -6.62750 3.13146 31.24977 -0.416 -0.088 0.475
H -7.20827 5.70727 30.46112 -0.628 0.149 0.043
H -5.95757 5.82056 31.69174 -0.054 0.346 -0.120
H -7.47323 6.62565 32.07931 -0.390 0.085 -0.379
H -6.94523 3.25961 30.21635 0.073 0.637 0.059
H -6.97300 2.12102 31.47199 0.255 0.029 0.479
H -5.55703 3.25004 31.40584 0.052 -0.165 -0.149
C -5.27256 3.91253 27.97728 -1.043 -0.657 -0.508
S -4.97672 4.40573 26.25000 -0.708 -0.104 -0.806
O -5.70765 3.46817 25.32494 0.599 0.237 0.974
C -5.95974 5.90230 26.22814 -0.016 1.022 0.901
H -4.66764 3.02435 28.15028 0.371 0.306 0.258
H -6.30364 3.55086 28.03964 -0.079 0.185 -0.220
H -5.17317 4.71905 28.69889 0.512 0.030 -0.088
H -5.48607 6.65774 26.86766 0.327 -0.079 -0.203
H -6.97332 5.86156 26.63432 -0.058 -0.698 -0.288
H -5.98712 6.29071 25.21392 0.056 -0.194 -0.088
```
Positions in Å, forces in eV/Å.

Summary:
Lowest unoccupied orbital energy in Eh: 0.014
Energy in Eh: -1869.85651
Gap between HOMO and LUMO in eV: 9.1
HOMO in eV: -8.69

Entry 4:
The following is a DFT calculation (ωB97M-V/def2-TZVPD) of 2 unconnected molecules or ions with the total composition C12H25BrN2O4P at a distorted geometry.

The geometry in XYZ format:
```
45
Properties=species:S:1:pos:R:3:forces:R:3
C 0.68465 5.31527 1.74136 -0.253 -0.660 -0.134
C 0.49437 4.66751 0.74590 -0.560 0.196 0.017
C 0.06051 3.81733 -0.37284 1.055 0.056 0.696
P 0.62318 2.04553 -0.00379 -1.696 -0.582 -0.220
C 0.76865 1.59283 1.78205 -0.266 -0.647 0.162
Br 2.89009 2.85982 0.12052 1.237 0.567 0.129
C -1.16382 1.40619 -0.00383 -0.468 0.113 -0.556
N -1.90073 1.56245 -1.27997 0.104 -0.012 0.568
C 1.12763 1.01999 -1.46760 0.494 -0.700 -0.251
C 0.98387 -0.51377 -1.31167 0.145 0.132 -0.133
C 1.86910 -1.15545 -0.20920 -0.436 1.156 0.322
C 1.11406 -1.82604 0.95454 0.473 -1.035 -0.574
C -0.08910 -2.68006 0.54804 -0.524 0.662 0.579
O -0.66636 -3.22150 1.75794 0.335 -0.004 -0.193
C -1.69162 -2.38691 2.24574 -0.809 -0.522 0.424
C -3.05254 -2.85157 1.69552 0.061 0.874 -0.819
H 0.79856 5.64477 2.74357 0.204 0.401 -0.060
H -1.02434 3.87737 -0.45291 0.078 -0.141 -0.168
H 0.55598 4.12042 -1.29745 -0.113 -0.033 -0.001
H 0.56310 2.45233 2.42505 0.334 0.194 -0.349
H 1.72022 1.13053 2.03759 0.077 0.354 -0.142
H -0.01093 0.86133 2.02290 0.053 0.112 -0.167
H -1.19082 0.34241 0.26850 0.182 0.181 0.089
H -1.70836 1.96005 0.77779 0.270 -0.156 0.085
H -1.39586 2.10942 -1.96481 -0.069 -0.002 -0.020
H -2.77458 2.02484 -1.07148 -0.065 0.034 -0.388
H 2.16135 1.22531 -1.73433 -0.069 0.198 0.226
H 0.54904 1.29542 -2.35979 -0.241 0.210 0.402
H 1.31374 -0.93916 -2.26571 -0.319 0.201 -0.047
H -0.07928 -0.74726 -1.24084 0.168 -0.211 0.083
H 2.46843 -0.34357 0.23344 0.083 -0.228 -0.079
H 2.59947 -1.81420 -0.68310 -0.275 -0.236 0.144
H 1.82304 -2.51593 1.43385 -0.158 0.128 0.103
H 0.79868 -1.13896 1.74382 -0.019 0.147 -0.253
H 0.13787 -3.46387 -0.17700 0.144 -0.112 0.303
H -0.88503 -2.07075 0.10034 0.314 -0.023 -0.260
H -1.74844 -2.43505 3.34129 0.440 -0.252 -0.109
H -1.49343 -1.33146 2.01073 -0.088 -0.104 -0.104
H -3.89691 -2.51655 2.30632 0.154 -0.145 0.077
H -3.08333 -3.92888 1.52857 0.094 0.037 0.386
H -3.19665 -2.39436 0.70614 -0.073 -0.171 0.095
N 1.25059 -2.72027 -4.31274 0.071 -0.062 0.002
O 1.68678 -3.80125 -4.74781 -0.018 0.041 -0.015
O 1.89710 -1.66126 -4.49353 0.000 0.044 0.075
O 0.17005 -2.68340 -3.68393 -0.052 0.002 0.075
```
Positions in Å, forces in eV/Å.

Summary:
Total charge: -1
Lowest unoccupied orbital energy in Eh: 0.089
Energy in Eh: -3797.91964
Gap between HOMO and LUMO in eV: 7.0
HOMO in eV: -4.56

Entry 5:
The following is a DFT calculation (ωB97M-V/def2-TZVPD) of a molecular structure, C12H25F3MnNO2P2 at a distorted geometry.

The geometry in XYZ format:
```
46
Properties=species:S:1:pos:R:3:forces:R:3
C 1.60310 2.13714 -2.28364 -0.087 -0.256 0.308
C 0.95682 1.56601 -1.17796 0.263 0.433 -0.245
N 1.00747 0.23595 -0.96913 -0.798 -0.306 1.073
C 1.70170 -0.56433 -1.78494 0.296 0.197 -0.877
C 2.37942 -0.04501 -2.88976 -0.092 -0.492 0.278
C 2.32774 1.31864 -3.14510 -0.144 0.259 0.110
C 0.21852 2.42219 -0.18412 -0.345 -0.144 -0.062
P 0.04146 1.49986 1.40243 0.447 2.631 0.495
Mn -0.24513 -0.61394 0.84667 0.963 -1.887 -1.656
P 0.39715 -2.49487 -0.32524 -1.128 -0.540 -1.303
C 1.72285 -2.05106 -1.50773 0.033 0.241 0.488
O -2.35590 3.04337 -0.89500 -1.390 -0.856 0.412
O -3.53032 0.96127 0.17624 0.494 -1.023 0.279
H 1.52555 3.21500 -2.41583 0.117 -0.286 -0.106
H 2.92728 -0.74449 -3.52083 -0.083 0.344 0.058
H 2.84823 1.74529 -4.00282 -0.146 -0.140 0.223
C 1.58693 1.87481 2.28075 0.107 -0.084 0.225
C -1.24796 2.36630 2.33659 -0.185 -0.048 0.090
H 1.58249 -2.62386 -2.43486 0.047 0.107 0.293
H 2.67901 -2.35001 -1.05994 -0.038 0.109 -0.137
H -0.85061 2.72819 -0.56547 1.520 -0.531 0.531
H 0.78620 3.34516 0.02672 -0.225 -0.262 -0.158
C 0.82204 -4.10313 0.39301 0.080 0.109 0.140
C -0.99731 -2.85581 -1.45649 -0.084 -0.388 -0.191
H -2.83155 0.22002 0.17821 -1.135 1.134 0.121
H -3.99103 0.90110 1.02640 0.057 -0.056 -0.282
H -2.92042 2.27744 -0.49298 0.777 1.194 -0.692
H -2.50169 3.02232 -1.84376 -0.229 0.056 -0.124
H 1.02345 -1.73915 1.01185 0.027 0.828 0.734
H -1.71884 -0.54270 0.14492 0.562 -0.580 -0.130
H 1.70460 2.95986 2.40162 -0.039 -0.255 -0.004
H 1.55593 1.39114 3.26411 0.085 0.138 -0.153
H 2.44092 1.47496 1.72115 -0.175 0.087 0.103
H -1.00911 3.43591 2.40484 -0.061 -0.261 -0.032
H -2.22018 2.23166 1.84082 0.403 0.095 0.184
H -1.29507 1.93303 3.34388 -0.023 0.132 -0.210
H -0.72541 -3.68145 -2.13172 -0.151 0.133 0.140
H -1.87843 -3.13197 -0.86231 0.236 0.073 -0.169
H -1.24252 -1.96189 -2.04656 0.146 -0.203 0.262
H 1.05317 -4.83307 -0.39239 -0.127 0.176 0.168
H 1.68781 -3.97478 1.05461 -0.198 -0.130 -0.142
H -0.03094 -4.44724 0.99138 0.216 0.022 -0.139
F -0.31814 -0.92935 3.65202 -0.786 -0.312 -1.044
C -1.07923 -1.26137 2.53802 -0.859 -0.113 1.462
F -1.24295 -2.63297 2.58594 0.215 1.215 -0.181
F -2.34711 -0.72416 2.76639 1.437 -0.559 -0.140
```
Positions in Å, forces in eV/Å.

Summary:
Total charge: +1
Lowest unoccupied orbital energy (alpha / beta) in Eh: -0.139 / -0.142
Spin multiplicity: 4
Energy in Eh: -2810.50361
Gap between HOMO and LUMO (alpha / beta) in eV: 8.0 / 8.0
HOMO (alpha / beta) in eV: -11.73 / -11.91